1.
9
Properties=species:S:1:pos:R:3:mulliken_charge:R:1 method="wB97M-V/def2-TZVPD" charge=0 orbital_gap_ev=8.480 relative_energy_kj_mol=304.5
O 2.52 -0.90 0.49 -0.2477
C 1.52 -0.49 0.86 0.1159
N 0.63 0.75 -0.38 -0.3122
C -0.64 0.66 -0.36 -0.1198
C -1.15 -0.72 -0.16 0.0862
O -0.36 -1.63 0.02 -0.4441
H 1.01 1.68 -0.19 0.2526
H -1.31 1.51 -0.25 0.3402
H -2.23 -0.86 -0.03 0.3290


2.
333
Properties=species:S:1:pos:R:3:mulliken_charge:R:1 method="wB97M-V/def2-TZVPD" charge=+5 orbital_gap_ev=7.584 relative_energy_kj_mol=645.7
C -0.39 3.50 -7.73 -1.4113
C -1.50 2.55 -7.21 0.4781
C -1.84 2.79 -5.71 -1.5081
C -2.86 1.77 -5.12 0.6080
P -4.52 2.52 -4.89 0.9184
C -5.12 3.24 -6.44 -1.3677
C -5.23 2.27 -7.61 -0.4386
C -5.37 3.06 -8.91 -0.9497
C -5.01 2.23 -10.19 -1.2860
C -4.33 3.84 -3.71 -1.5579
C -3.58 3.64 -2.30 0.4624
C -3.86 4.71 -1.13 -0.8053
C -3.00 4.52 0.14 -0.5016
C -5.70 1.21 -4.33 0.6951
C -6.81 1.59 -3.27 -0.8012
C -7.42 0.39 -2.50 0.7538
C -8.30 -0.55 -3.35 -1.5638
H -0.60 4.49 -8.14 0.3444
H 0.05 2.97 -8.56 0.4016
H 0.33 3.48 -6.91 0.3338
H -1.19 1.51 -7.14 0.0119
H -2.37 2.67 -7.85 -0.0544
H -2.25 3.77 -5.49 0.4390
H -0.97 2.81 -5.05 0.7999
H -2.40 1.48 -4.18 -0.3038
H -3.31 0.94 -5.66 -0.0105
H -4.41 4.05 -6.62 0.5479
H -6.14 3.63 -6.41 0.6325
H -6.16 1.70 -7.57 0.5298
H -4.44 1.53 -7.65 0.2845
H -4.72 3.94 -8.98 0.4361
H -6.29 3.64 -8.94 0.5568
H -5.81 1.49 -10.27 0.3421
H -4.08 1.68 -10.03 0.2824
H -4.93 2.82 -11.10 0.3998
H -5.38 4.08 -3.52 0.6348
H -3.79 4.67 -4.17 0.7787
H -2.50 3.58 -2.44 0.3548
H -4.04 2.75 -1.86 -0.6622
H -4.89 4.63 -0.79 0.3475
H -3.75 5.73 -1.50 0.4344
H -1.94 4.78 0.07 0.1578
H -3.29 3.49 0.37 -0.1143
H -3.40 5.11 0.97 0.4337
H -5.08 0.44 -3.88 -1.2061
H -6.13 0.91 -5.29 0.9063
H -7.54 2.25 -3.74 0.3332
H -6.21 2.10 -2.51 0.1608
H -8.04 0.92 -1.78 0.5428
H -6.69 -0.10 -1.86 -0.6236
H -8.66 -1.47 -2.88 0.3594
H -7.68 -0.82 -4.20 0.2529
H -9.19 -0.11 -3.80 0.4004
C 0.42 -1.96 -4.82 0.5941
C -0.55 -1.50 -5.87 -0.2416
C -1.86 -2.40 -5.85 -1.3681
C -2.82 -2.10 -4.69 0.9823
P -3.78 -3.34 -3.97 0.9000
C -4.78 -4.33 -5.07 -1.0096
C -4.00 -5.16 -6.10 -0.6245
C -4.79 -6.20 -6.94 -0.5638
C -3.77 -7.11 -7.63 -1.2966
C -2.79 -4.46 -2.87 -1.3864
C -2.05 -3.76 -1.61 2.5500
C -1.19 -4.68 -0.80 -1.0961
C -0.18 -5.46 -1.64 -1.6710
C -5.02 -2.48 -2.91 -0.1443
C -6.07 -3.29 -2.10 -0.8214
C -5.64 -4.42 -1.18 0.6224
C -6.68 -4.56 0.01 -1.2025
H 1.41 -1.52 -4.90 -1.0411
H 0.67 -3.01 -5.01 0.6295
H -0.04 -1.67 -3.88 -0.3130
H -0.02 -1.31 -6.80 0.6690
H -1.09 -0.58 -5.68 -0.5664
H -1.46 -3.41 -5.91 0.5962
H -2.42 -2.42 -6.78 0.6916
H -3.44 -1.31 -5.11 0.2292
H -2.30 -1.72 -3.81 -0.8428
H -5.42 -3.63 -5.62 0.6160
H -5.38 -4.97 -4.44 0.5692
H -3.22 -5.71 -5.57 0.3227
H -3.51 -4.44 -6.77 0.2002
H -5.41 -5.75 -7.71 0.4018
H -5.54 -6.73 -6.35 0.4387
H -4.29 -7.53 -8.49 0.4268
H -3.47 -7.91 -6.95 0.2989
H -2.88 -6.70 -8.09 0.3261
H -1.99 -4.85 -3.50 1.2477
H -3.37 -5.36 -2.69 0.6128
H -2.69 -3.15 -0.97 -0.4666
H -1.31 -3.06 -1.99 -0.9923
H -1.86 -5.30 -0.20 0.4452
H -0.81 -4.09 0.03 0.1594
H -0.76 -6.17 -2.23 0.4887
H 0.50 -6.04 -1.03 0.4118
H 0.41 -4.94 -2.40 0.2996
H -5.51 -1.83 -3.63 0.2119
H -4.36 -1.88 -2.28 -0.4534
H -7.04 -3.55 -2.53 0.8909
H -6.49 -2.53 -1.44 -0.4829
H -4.65 -4.15 -0.81 -0.4097
H -5.41 -5.37 -1.66 0.5399
H -6.45 -5.31 0.76 0.5077
H -7.72 -4.57 -0.32 0.4109
H -6.57 -3.70 0.68 -0.1809
C -0.03 -5.76 2.91 -0.5909
C 0.49 -5.02 4.14 -0.4061
C 1.70 -4.18 3.97 -0.1166
C 2.02 -3.26 5.22 -1.3762
P 3.14 -1.82 5.02 0.7816
C 3.94 -1.34 6.62 -1.0640
C 3.05 -0.78 7.72 -0.5590
C 3.74 -0.73 9.08 -0.4734
C 2.98 -0.11 10.22 -1.3764
C 4.46 -1.99 3.67 -0.2943
C 5.50 -3.17 3.93 -0.7893
C 6.87 -3.04 3.27 -0.9943
C 6.87 -3.16 1.73 -0.5841
C 2.11 -0.40 4.32 -0.6930
C 0.75 -0.07 4.96 -0.6439
C 0.09 1.10 4.16 -0.2742
C 0.81 2.48 3.91 -1.2495
H -1.02 -6.18 3.08 0.1487
H 0.67 -6.55 2.64 0.4697
H -0.12 -5.05 2.09 -0.2151
H 0.58 -5.62 5.04 0.3254
H -0.28 -4.30 4.44 0.1770
H 1.72 -3.53 3.10 0.0606
H 2.53 -4.88 3.88 0.2508
H 2.61 -3.86 5.91 0.6472
H 1.10 -2.91 5.69 0.7868
H 4.66 -0.55 6.41 0.6188
H 4.52 -2.21 6.94 0.5818
H 2.22 -1.47 7.86 0.3855
H 2.61 0.18 7.42 0.3008
H 4.57 -0.06 8.86 0.2858
H 4.16 -1.67 9.44 0.4324
H 1.95 -0.45 10.29 0.3456
H 2.85 0.96 10.04 0.3134
H 3.37 -0.35 11.21 0.3694
H 5.08 -1.09 3.64 0.1799
H 4.01 -2.16 2.69 0.4372
H 5.08 -4.17 3.79 0.3214
H 5.75 -3.22 4.99 0.3697
H 7.53 -3.78 3.72 0.4386
H 7.23 -2.04 3.50 0.3826
H 6.87 -2.16 1.30 -0.1093
H 6.14 -3.77 1.21 0.1903
H 7.77 -3.74 1.54 0.4614
H 1.89 -0.66 3.28 0.2534
H 2.72 0.50 4.36 0.5409
H 0.96 0.18 6.00 0.2276
H 0.06 -0.91 4.98 0.3376
H -0.88 1.32 4.61 0.2716
H -0.20 0.61 3.23 0.0849
H 0.20 3.16 3.31 0.5434
H 1.69 2.47 3.27 0.0536
H 1.06 2.97 4.85 0.4227
C 5.38 10.53 -0.90 -1.4069
C 4.57 9.72 0.08 -0.4999
C 5.47 8.51 0.62 -1.0206
C 4.95 7.97 1.98 -0.8620
P 5.37 6.29 2.24 0.6023
C 7.24 6.12 2.07 -1.0964
C 7.74 4.63 2.06 -0.0671
C 9.18 4.46 2.20 -0.6898
C 9.57 2.97 1.98 -0.8429
C 4.37 5.19 1.27 -0.3027
C 2.83 5.38 1.35 -0.7319
C 2.09 4.45 0.44 -1.0953
C 2.12 2.86 0.61 -0.2617
C 4.80 5.76 3.97 -1.1874
C 5.15 6.76 5.19 -0.7733
C 5.43 6.07 6.50 -0.7153
C 4.31 5.15 7.01 -1.0598
H 5.97 11.34 -0.47 0.3410
H 4.76 10.98 -1.67 0.3903
H 6.09 10.05 -1.58 0.3489
H 3.69 9.36 -0.45 0.3744
H 4.23 10.45 0.81 0.3807
H 6.52 8.73 0.83 0.5015
H 5.55 7.75 -0.15 0.5432
H 3.86 8.05 1.92 0.5652
H 5.44 8.48 2.81 0.6534
H 7.68 6.70 2.89 0.4997
H 7.54 6.51 1.10 0.6997
H 7.34 4.22 1.13 0.1323
H 7.27 4.00 2.81 0.1659
H 9.54 4.81 3.17 0.3768
H 9.56 5.01 1.33 0.3502
H 10.64 2.96 1.79 0.4321
H 9.05 2.58 1.11 -0.0373
H 9.19 2.27 2.72 0.3074
H 4.50 4.22 1.74 -0.1326
H 4.77 5.15 0.26 0.7681
H 2.62 6.42 1.12 0.4635
H 2.43 5.21 2.35 0.1020
H 2.65 4.62 -0.49 0.5042
H 1.04 4.62 0.22 0.3524
H 1.18 2.50 1.03 0.3719
H 3.02 2.58 1.15 -0.2214
H 2.10 2.58 -0.44 0.2128
H 5.25 4.78 4.11 0.5431
H 3.72 5.66 3.94 0.6471
H 4.35 7.46 5.41 0.5167
H 6.02 7.40 5.07 0.3937
H 5.43 6.86 7.25 0.3779
H 6.28 5.42 6.34 0.2972
H 3.51 5.83 7.30 0.3254
H 4.52 4.61 7.94 0.4091
H 4.00 4.42 6.26 0.1216
C 2.81 -0.08 -7.36 -1.4277
C 3.14 1.11 -6.45 -0.3040
C 4.39 1.08 -5.61 -0.9843
C 4.46 -0.28 -4.82 0.0221
P 5.68 -0.25 -3.43 0.5611
C 4.98 0.69 -1.92 -0.8968
C 5.59 0.39 -0.51 0.0747
C 5.85 1.67 0.27 -0.0270
C 6.29 1.34 1.73 -0.6649
C 7.28 0.35 -4.05 -1.1196
C 8.50 0.27 -3.03 -0.3254
C 9.82 0.54 -3.65 -0.6992
C 11.03 0.04 -2.81 -1.2418
C 5.76 -1.91 -2.77 -1.4124
C 4.43 -2.40 -2.04 1.3905
C 4.39 -3.93 -1.95 -0.9640
C 2.97 -4.56 -1.78 -1.1087
H 2.88 -1.09 -6.96 0.3003
H 3.48 -0.22 -8.21 0.4572
H 1.79 -0.02 -7.76 0.3549
H 2.25 1.45 -5.93 0.1540
H 3.30 1.93 -7.16 0.4487
H 4.55 1.88 -4.88 0.4693
H 5.27 1.16 -6.26 0.4093
H 4.76 -1.09 -5.49 0.7573
H 3.50 -0.55 -4.38 -0.3468
H 3.92 0.44 -1.94 -0.0571
H 4.99 1.75 -2.18 1.0476
H 6.55 -0.11 -0.54 0.3490
H 5.03 -0.30 0.12 -0.0742
H 4.92 2.25 0.26 -0.2648
H 6.54 2.40 -0.15 0.3371
H 5.74 0.47 2.09 -0.2190
H 6.33 2.13 2.48 0.1518
H 7.27 0.87 1.65 0.3363
H 7.03 1.39 -4.26 0.5713
H 7.42 -0.23 -4.97 0.5837
H 8.43 -0.76 -2.68 0.3251
H 8.36 0.89 -2.15 0.1161
H 9.85 1.62 -3.76 0.4094
H 9.92 0.27 -4.71 0.4494
H 10.83 0.30 -1.77 0.2966
H 11.91 0.56 -3.20 0.4129
H 11.17 -1.03 -2.90 0.3347
H 6.60 -1.75 -2.08 0.4021
H 6.10 -2.55 -3.59 0.8380
H 3.59 -2.01 -2.61 -0.6351
H 4.33 -2.07 -1.00 -0.4072
H 5.02 -4.21 -1.11 0.1630
H 4.93 -4.21 -2.85 0.6167
H 2.19 -4.08 -1.20 0.2199
H 3.03 -5.57 -1.36 0.4174
H 2.69 -4.68 -2.82 0.3442
C -7.58 0.38 1.07 -0.1882
C -8.11 0.06 2.45 -0.8994
C -8.19 -1.49 2.82 -1.4004
C -6.75 -2.10 2.93 -0.2318
P -5.94 -2.31 4.49 1.3178
C -5.21 -0.69 5.04 -1.9686
C -4.69 0.28 3.98 2.3506
C -4.77 1.68 4.50 -1.1735
C -5.07 2.84 3.43 -1.1175
C -7.11 -2.92 5.74 -1.3473
C -6.38 -3.03 7.19 -0.5705
C -7.28 -3.80 8.07 -0.4887
C -6.56 -4.23 9.37 -1.3233
C -4.50 -3.39 4.07 -1.1092
C -4.97 -4.89 3.89 -0.2922
C -3.63 -5.77 3.85 0.0138
C -3.93 -7.26 4.23 -1.5413
H -7.63 -0.56 0.52 0.0095
H -6.51 0.58 1.16 -0.2842
H -8.22 1.19 0.72 0.5393
H -9.16 0.32 2.60 0.6018
H -7.65 0.60 3.28 0.2351
H -8.75 -1.86 1.96 0.4761
H -8.79 -1.64 3.71 0.4381
H -6.09 -1.73 2.14 -0.1901
H -7.00 -3.13 2.68 0.4355
H -4.41 -0.89 5.76 0.5798
H -6.10 -0.43 5.60 0.5817
H -5.41 0.21 3.16 -1.3357
H -3.71 -0.04 3.62 0.1007
H -3.94 1.87 5.18 0.5392
H -5.60 1.81 5.19 0.3753
H -4.16 2.99 2.85 0.1866
H -5.42 3.81 3.78 0.4973
H -5.74 2.41 2.69 0.1067
H -7.29 -3.93 5.38 0.7671
H -8.09 -2.44 5.77 0.6481
H -6.14 -2.10 7.71 0.3976
H -5.44 -3.55 7.03 0.3832
H -7.67 -4.64 7.50 0.4269
H -8.06 -3.09 8.34 0.3099
H -6.43 -3.30 9.92 0.3558
H -5.57 -4.67 9.27 0.3348
H -7.23 -4.85 9.95 0.3781
H -3.81 -3.33 4.90 0.7585
H -3.96 -2.90 3.26 0.5077
H -5.44 -5.15 2.94 -0.0991
H -5.63 -5.15 4.72 0.4924
H -2.99 -5.47 4.68 0.2944
H -3.17 -5.71 2.86 0.0455
H -4.48 -7.36 5.17 0.3762
H -3.00 -7.81 4.29 0.4092
H -4.45 -7.59 3.33 0.3637
C -2.64 0.03 -0.58 -0.6041
O -1.50 -0.80 -0.98 -0.1288
O -3.34 0.30 -1.79 -0.3152
C -3.45 -0.67 0.62 -0.0100
F -4.27 0.19 1.17 0.0745
F -4.05 -1.81 0.20 0.0589
F -2.57 -1.07 1.54 -0.3799
C -0.23 -0.17 -1.38 -0.3673
C 0.90 -1.13 -0.77 -0.3784
H 0.85 -2.04 -1.36 -0.1400
H 1.93 -0.77 -0.78 -0.0790
H 0.67 -1.45 0.24 0.2522
H 0.02 0.80 -0.95 0.3393
H -0.01 -0.06 -2.44 0.0857
H -2.20 0.89 -0.08 0.2160


HOMO energy (computed, eV): -9.3 -15.4
E_tot (computed, eV): -8741.9752 -175235.7197